1.
Here is a molecular structure, C17H54F3O15Y from the Open Molecules 2025 dataset. Energies are from ωB97M-V/def2-TZVPD.

**HOMO**: -9.40 eV
**DFT total energy**: -2146.45391 hartree
**LUMO**: -2.7 eV
**Orbital gap**: 6.7 eV
**ΔE to the lowest compared entry with this formula, charge and spin**: 4.5 kcal per mole
**Maximum force**: 0.1133 hartree/bohr

Structure (ORCA input):
```
! wB97M-V def2-TZVPD RIJCOSX def2/J DEFGRID3
* xyz 0 1
Y -4.9119 33.1133 -2.3112
O -3.9637 35.1917 -1.9465
C -2.5793 34.9579 -2.2123
C -2.2863 34.1404 -3.4492
O -3.1265 33.0234 -3.6967
H -2.1839 34.4542 -1.3116
H -2.0173 35.8997 -2.2393
H -1.2248 33.8569 -3.5091
H -2.3553 34.7505 -4.3698
C -3.8408 32.0848 0.4842
O -4.4616 33.3664 0.3513
O -3.7923 31.6613 -0.7854
C -2.5718 32.0788 1.3610
F -2.5672 30.9540 2.0926
F -1.4711 32.0601 0.6028
F -2.4673 33.1181 2.1868
C -4.8973 34.1094 1.4975
C -6.1991 34.8025 1.1088
H -7.0491 34.1168 1.1049
H -6.3523 35.7067 1.6882
H -5.9698 35.0956 0.0785
H -4.1698 34.9165 1.6263
H -4.9813 33.5923 2.4549
H -4.5919 31.4856 1.0445
C -8.9215 35.5058 -1.4726
O -9.5925 34.2524 -1.7304
H -9.5523 36.3273 -1.8017
H -8.7238 35.5854 -0.4068
H -8.0522 35.5121 -2.1304
H -8.9057 33.5794 -1.7279
C -0.1719 35.7077 2.0982
O -0.4684 37.0684 1.8542
H 0.0864 35.1804 1.1681
H 0.7037 35.6882 2.7448
H -0.9942 35.1503 2.5526
H -1.3960 37.1409 1.5995
C -2.8499 38.3628 -0.6025
O -2.8949 37.2430 0.2617
H -2.3402 38.1294 -1.5406
H -3.8518 38.7601 -0.7894
H -2.3054 39.1558 -0.0922
H -3.3264 36.5008 -0.1749
C -2.2059 31.1688 5.5870
O -1.1704 30.3301 6.0274
H -2.0540 31.5626 4.5752
H -3.1880 30.6716 5.6119
H -2.3433 32.0299 6.2432
H -1.2282 29.5224 5.4979
C -0.5323 28.4041 3.3625
O -1.2559 27.9426 4.5050
H -0.8925 29.3713 3.0122
H 0.5178 28.5693 3.6180
H -0.4897 27.6353 2.5896
H -1.9468 27.3365 4.2281
C -6.5318 35.7611 4.8643
O -6.7358 34.5534 5.5848
H -5.7537 35.5903 4.1199
H -7.4778 36.1433 4.4588
H -6.2472 36.5105 5.6018
H -6.9794 33.8572 4.9607
C -4.1706 28.1923 0.5786
O -4.1753 28.8155 -0.6945
H -4.2442 27.1167 0.4281
H -3.2254 28.3695 1.1092
H -4.9887 28.5561 1.2084
H -4.2227 29.7741 -0.5585
C -8.6939 32.9781 3.3345
O -7.5116 32.4067 3.8825
H -8.6412 34.0667 3.2798
H -8.8185 32.6365 2.3007
H -9.6205 32.7223 3.8527
H -7.3112 31.6084 3.3814
C -7.8280 29.1689 0.5883
O -7.3262 30.2672 1.3533
H -8.0370 28.3518 1.2760
H -8.7740 29.4093 0.0959
H -7.0839 28.8119 -0.1273
H -6.9822 30.9180 0.7375
C -6.2177 38.0605 -2.1779
O -5.9524 37.0586 -1.2198
H -6.7549 37.6456 -3.0463
H -6.8763 38.8165 -1.7535
H -5.3111 38.5281 -2.5689
H -5.1515 36.5653 -1.4764
C -0.5255 30.6739 -2.2083
O -1.2267 30.0257 -3.2894
H -0.2184 29.8827 -1.5149
H 0.3326 31.2005 -2.6211
H -1.2345 31.2738 -1.6466
H -0.9034 29.1251 -3.3616
*
```

2.
Here is 9 unconnected molecules or ions with the total composition C17H54N4O10 from the Open Molecules 2025 dataset. Energies are from ωB97M-V/def2-TZVPD.

**HOMO**: -8.41 eV
**DFT total energy**: -1651.12651 hartree
**LUMO**: -0.9 eV
**Orbital gap**: 7.5 eV
**ΔE to the lowest compared entry with this formula, charge and spin**: 161.3 kcal per mole
**Maximum force**: 0.1788 hartree/bohr

Structure (ORCA input):
```
! wB97M-V def2-TZVPD RIJCOSX def2/J DEFGRID3
* xyz 0 1
N -3.3558 -3.4993 2.1150
H -3.6534 -2.9280 1.4618
H -2.4772 -3.9754 1.8670
H -4.2111 -3.9989 2.4722
H -2.9434 -2.9187 2.7801
C -1.1246 -0.9733 -0.3157
O -1.0431 0.1598 0.3078
O -0.9652 -0.9674 -1.6289
O -1.5572 -1.9853 0.2555
H -0.7059 -0.0380 -1.9713
C 0.1172 2.1508 -3.1750
C -1.0705 2.7408 -3.9348
C -2.3318 2.1211 -3.4049
O -2.4155 0.7806 -3.5526
C -3.5400 0.1848 -2.9814
N -1.1321 4.1415 -3.8502
H 1.0959 2.5017 -3.5589
H -0.0747 1.1165 -3.2923
H 0.2226 2.4630 -2.0917
H -1.0279 2.2344 -4.9555
H -3.1000 2.6859 -4.0424
H -2.3491 2.2775 -2.3684
H -4.3974 0.5481 -3.5669
H -3.6126 0.6551 -1.9256
H -3.2925 -0.9005 -2.9746
H -1.2167 4.3626 -2.8106
H -2.0212 4.5220 -4.1988
C 3.2168 2.3793 2.3677
C 2.2687 1.2715 2.0034
C 1.1483 1.1108 3.2253
O 1.9439 0.7902 4.3953
C 1.1187 0.4736 5.5829
N 1.5249 1.5366 0.8834
H 2.7521 3.3714 2.6202
H 3.7549 2.6303 1.3084
H 3.9452 2.2303 3.1030
H 2.7844 0.3824 1.6834
H 0.5690 0.2612 2.9785
H 0.6171 2.0993 3.4802
H 0.4886 1.2235 6.0768
H 1.8003 0.3088 6.2695
H 0.5279 -0.2405 5.5777
H 0.8691 2.3291 1.0465
H 0.8433 0.8726 0.8643
C 4.8561 -0.5828 -0.2025
C 4.2354 0.1671 -1.3619
C 2.9450 -0.4872 -1.9438
O 3.0870 -1.8155 -2.4112
C 1.7559 -2.5050 -2.7193
N 3.9940 1.5459 -0.9705
H 5.5058 0.0163 0.2560
H 5.2513 -1.6158 -0.4825
H 4.1133 -0.6680 0.5879
H 4.7597 0.0744 -2.2592
H 2.3315 -0.0078 -2.7077
H 2.3366 -0.6349 -1.0831
H 2.0574 -3.4242 -3.0165
H 1.2229 -2.1116 -3.5356
H 1.1145 -2.6216 -1.8848
H 3.1980 1.5944 -0.3920
H 3.5273 2.0992 -1.7677
C -3.0022 3.0137 0.7986
O -1.6124 2.6821 0.5426
H -3.3726 3.7092 0.0014
H -2.8652 3.4625 1.6720
H -3.4705 2.0633 0.8560
H -1.3147 1.7653 0.6436
C 1.4843 -2.9755 1.4914
O 0.1647 -3.3328 1.8025
H 2.2875 -3.4776 2.0571
H 1.4740 -1.9272 1.6083
H 1.5735 -2.9662 0.3534
H -0.3739 -2.8283 1.3285
C -1.7827 -4.6014 -1.9465
O -2.9158 -3.7439 -1.5753
H -2.0826 -5.8374 -1.7564
H -1.0398 -4.5772 -1.2963
H -1.5391 -4.3717 -3.0562
H -2.5694 -2.9189 -1.1408
C -2.2779 0.3622 3.4295
O -1.9263 -0.8430 2.8764
H -3.2572 0.4027 3.8252
H -2.4640 1.2124 2.7955
H -1.6113 0.7044 4.3943
H -1.7880 -0.4910 2.0641
*
```

Among the records above, which one has the highest DFT total energy?
C17H54N4O10

Among the records above, which one has the highest orbital gap?
C17H54N4O10

Among the records above, which one has the lowest ΔE to the lowest compared entry with this formula, charge and spin?
C17H54F3O15Y